Record 1
{
  "formula": "C25H66B2N11O9P2S",
  "method": "ωB97M-V with the def2-TZVPD basis set",
  "molar_mass_g_mol": 780.510,
  "charge": 1,
  "homo_lumo_gap_ev": 5.17,
  "fmax_ev_per_a": 10.2,
  "species": ["C", "O", "C", "C", "C", "C", "C", "C", "C", "N", "C", "B", "N", "O", "N", "C", "N", "C", "C", "O", "S", "C", "O", "O", "N", "B", "O", "O", "H", "H", "H", "H", "H", "H", "H", "H", "H", "H", "H", "H", "H", "H", "H", "H", "H", "H", "H", "H", "H", "H", "H", "H", "H", "H", "H", "H", "H", "H", "O", "P", "N", "C", "C", "N", "C", "C", "N", "C", "C", "H", "H", "H", "H", "H", "H", "H", "H", "H", "H", "H", "H", "H", "H", "H", "H", "H", "H", "O", "P", "N", "C", "C", "N", "C", "C", "N", "C", "C", "H", "H", "H", "H", "H", "H", "H", "H", "H", "H", "H", "H", "H", "H", "H", "H", "H", "H"],
  "coordinates": [[-7.38660, 1.54697, 1.65210], [-7.44723, 0.13194, 1.25456], [-7.35371, -0.01642, -0.21101], [-5.78409, 0.21114, -0.68250], [-5.37190, -1.01299, -1.69273], [-3.73579, -1.09482, -1.75614], [-3.03688, 0.13576, -2.63528], [-1.43007, -0.18897, -2.66942], [-0.47839, 1.13520, -2.29454], [0.00085, 0.93837, -0.90388], [1.13745, -0.03830, -0.79183], [1.99860, -0.97408, -1.80980], [3.51674, -0.88340, -1.76948], [1.36574, -1.93333, -2.76773], [1.56589, -0.16029, 0.64115], [0.56292, 0.76658, 1.35859], [0.53659, 0.95609, 2.70597], [1.66191, 0.19569, 3.44546], [1.29650, -1.42921, 3.61079], [2.55954, -2.19793, 3.69689], [-0.54443, 1.88646, 3.67841], [-0.30671, 3.77050, 3.43273], [-2.06650, 1.47390, 3.54360], [-0.33142, 1.73278, 5.23913], [-0.34374, 1.39376, 0.36135], [-1.46862, 2.37591, 0.34985], [-1.33714, 3.86795, 0.33406], [-2.86820, 1.86010, 0.40311], [-6.73898, 1.61117, 2.64125], [-8.46305, 1.95812, 1.90662], [-6.91707, 2.25703, 0.84901], [-8.09716, 0.65110, -0.82057], [-7.63652, -1.14486, -0.47666], [-5.13026, 0.12505, 0.30034], [-5.60840, 1.21853, -1.27028], [-5.87908, -0.98200, -2.74731], [-5.73318, -2.02050, -1.16409], [-3.47196, -2.15176, -2.23905], [-3.26715, -1.10911, -0.67974], [-3.31376, 1.20319, -2.24390], [-3.44474, 0.02373, -3.75091], [-1.19564, -1.11144, -1.97358], [-1.16975, -0.51127, -3.78694], [0.36588, 1.12992, -3.14044], [-1.13220, 2.06578, -2.54159], [3.79679, 0.02219, -2.21694], [3.80509, -0.83661, -0.75198], [2.10754, -2.55437, -3.05224], [1.83813, 0.57259, 4.53855], [2.72170, 0.35560, 2.91651], [0.59771, -1.77222, 2.72312], [0.71912, -1.58848, 4.64164], [2.55467, -2.91630, 2.99630], [0.26565, 3.96718, 2.40846], [0.43304, 4.17212, 4.27619], [-1.31637, 4.36352, 3.52115], [-1.88784, 4.20950, 1.12376], [-3.32081, 2.33148, -0.37504], [6.16759, 1.67452, 5.74919], [5.44228, 1.14118, 7.00883], [6.74252, 1.54236, 8.04613], [8.10025, 1.06880, 7.81543], [6.80091, 2.98916, 8.30540], [5.45926, -0.48340, 6.49509], [6.45450, -1.47365, 6.85415], [5.05220, -0.70573, 5.10432], [4.60842, 0.52802, 8.45698], [5.16907, 0.21761, 9.76015], [3.28261, -0.04545, 8.26556], [8.79318, 1.48149, 8.55940], [8.47563, 1.32826, 6.82181], [8.17657, -0.00832, 7.95447], [5.80658, 3.37053, 8.56164], [7.16088, 3.54213, 7.43112], [7.45189, 3.21406, 9.15761], [7.40552, -1.30280, 6.34093], [6.11413, -2.48273, 6.59314], [6.62520, -1.50887, 7.93031], [5.88323, -0.53255, 4.41090], [4.23190, -0.03414, 4.83067], [4.68395, -1.72662, 4.95525], [5.92796, -0.56689, 9.71500], [4.40289, -0.12763, 10.46514], [5.60673, 1.10051, 10.23087], [3.32730, -1.13880, 8.21394], [2.82880, 0.32108, 7.33886], [2.60568, 0.24002, 9.07770], [-3.20917, -0.32017, -6.35474], [-2.31020, -1.26792, -7.18591], [-1.69735, 0.00363, -8.15294], [-2.56475, 0.90937, -8.89331], [-0.71030, 0.81224, -7.42099], [-3.61559, -2.09713, -7.90132], [-4.20365, -1.79652, -9.19122], [-4.68093, -2.50389, -6.97991], [-1.27670, -2.35751, -8.14146], [-0.62373, -2.10073, -9.41293], [-1.32718, -3.77629, -7.81312], [-1.98036, 1.68515, -9.40384], [-3.30194, 1.40478, -8.25564], [-3.08190, 0.39538, -9.70183], [0.01129, 0.16380, -6.91245], [-1.18738, 1.44595, -6.66566], [-0.13415, 1.44828, -8.10225], [-4.80157, -0.88064, -9.16494], [-4.85966, -2.61071, -9.52130], [-3.44949, -1.71407, -9.97413], [-5.37842, -1.68103, -6.78539], [-4.25966, -2.82948, -6.02318], [-5.24870, -3.35244, -7.37694], [-1.33372, -1.87435, -10.21171], [-0.03356, -2.96073, -9.75253], [0.09267, -1.27977, -9.33911], [-1.99003, -4.31803, -8.49666], [-1.69299, -3.92796, -6.79222], [-0.33127, -4.22959, -7.85741]],
  "forces_ev_per_a": [[-0.10, 0.65, 0.99], [-0.03, 1.74, -1.85], [0.59, -0.75, -0.55], [-0.59, -0.84, -0.56], [0.71, -0.53, 1.47], [-0.30, -0.13, -0.65], [-0.31, -1.81, -0.56], [-0.38, 0.25, -0.98], [-2.25, -1.11, -2.82], [5.71, -4.23, -0.05], [-2.41, 2.71, 5.52], [0.34, -2.13, -2.83], [-1.93, 0.74, 1.18], [2.71, 2.00, 2.79], [-5.38, 3.85, -2.48], [0.30, -0.87, -5.08], [1.50, -0.59, 0.39], [1.82, -1.42, 1.29], [-0.42, 0.18, 0.24], [-1.86, 0.02, -1.53], [-6.78, -0.07, 7.56], [1.83, 1.27, -0.76], [5.82, 1.56, -1.97], [1.35, 0.18, -6.02], [2.70, -1.47, 1.21], [-4.73, 2.73, 1.19], [-0.37, -3.44, 1.91], [3.54, 1.77, -2.36], [-1.32, -0.15, -2.10], [2.05, -0.90, -0.59], [-0.76, -1.50, 1.34], [1.30, -0.95, 1.38], [0.58, 2.48, 0.88], [-1.27, 0.35, -2.14], [-0.39, -1.79, 1.44], [1.09, 0.19, 1.97], [0.75, 2.13, -1.19], [-0.28, 2.39, 0.78], [-1.07, 0.14, -1.91], [0.60, -2.06, -0.59], [0.87, 0.50, 2.40], [-0.27, 2.03, -1.31], [-0.42, 0.71, 2.47], [-1.25, 0.22, 2.64], [1.32, -1.38, 1.14], [-0.03, -1.08, 0.54], [-0.17, 0.21, -1.52], [-1.22, 1.25, 0.34], [-0.93, -0.17, -2.24], [-2.67, -0.43, 0.75], [1.52, 0.66, 1.76], [1.19, 0.50, -2.34], [-0.12, 1.42, 1.24], [-1.53, -0.43, 2.05], [-1.73, -1.39, -1.64], [1.80, -1.74, -0.23], [0.84, -0.72, -2.11], [0.42, -0.76, 1.89], [-3.51, 1.89, -0.18], [5.87, -3.99, 1.54], [0.77, 1.03, 1.51], [0.18, -0.41, -0.25], [-0.39, -0.08, 0.13], [-1.28, -1.36, -1.80], [-0.28, -0.12, 0.72], [0.25, 0.19, -0.01], [-1.65, 1.14, -1.03], [0.17, 1.06, 0.78], [-0.19, 0.24, -0.13], [-0.36, 0.23, -0.07], [0.09, 0.01, -0.05], [-0.10, 0.03, -0.16], [-0.02, -0.02, -0.06], [0.01, 0.03, -0.01], [-0.02, -0.20, -0.12], [0.12, 0.03, -0.04], [-0.15, 0.19, -0.14], [0.10, 0.17, -0.03], [-0.02, 0.07, -0.16], [0.19, -0.03, 0.01], [0.09, 0.12, 0.27], [0.10, 0.09, -0.21], [-0.22, 0.04, -0.41], [0.10, -0.22, -0.06], [0.05, 0.02, 0.01], [0.09, -0.12, 0.06], [0.05, -0.01, -0.06], [2.04, -1.75, 3.01], [-2.98, 2.40, -6.19], [1.59, 1.24, -0.58], [-0.47, -0.04, -0.21], [0.11, -0.44, -0.06], [-1.64, -1.65, 0.88], [0.58, -0.33, -0.47], [0.06, 0.31, 0.27], [0.31, -0.68, 2.07], [1.17, 0.67, 0.09], [0.07, -0.09, 0.39], [0.18, -0.18, 0.34], [-0.06, 0.08, 0.00], [-0.07, -0.06, 0.19], [-0.03, -0.06, 0.03], [-0.03, 0.08, 0.05], [-0.19, -0.11, -0.03], [-0.05, 0.10, 0.00], [0.06, 0.00, 0.28], [0.04, 0.18, 0.07], [-0.08, -0.02, 0.11], [-0.09, 0.14, -0.10], [0.19, 0.11, -0.18], [-0.14, 0.14, 0.17], [-0.23, -0.14, 0.39], [-0.20, -0.03, -0.15], [0.03, 0.08, -0.01], [-0.06, 0.01, -0.19], [-0.06, 0.04, -0.01]]
}

Record 2
{
  "formula": "C25H66N2O24PS9",
  "method": "ωB97M-V with the def2-TZVPD basis set",
  "molar_mass_g_mol": 1098.370,
  "charge": 1,
  "homo_lumo_gap_ev": 7.08,
  "fmax_ev_per_a": 6.5,
  "species": ["N", "P", "O", "C", "C", "S", "O", "O", "C", "N", "C", "S", "H", "H", "H", "H", "H", "H", "H", "H", "H", "H", "O", "S", "O", "O", "C", "C", "C", "H", "H", "H", "H", "H", "H", "H", "H", "O", "S", "O", "O", "C", "C", "C", "H", "H", "H", "H", "H", "H", "H", "H", "O", "S", "O", "O", "C", "C", "C", "H", "H", "H", "H", "H", "H", "H", "H", "O", "S", "O", "O", "C", "C", "C", "H", "H", "H", "H", "H", "H", "H", "H", "O", "S", "O", "O", "C", "C", "C", "H", "H", "H", "H", "H", "H", "H", "H", "O", "S", "O", "O", "C", "C", "C", "H", "H", "H", "H", "H", "H", "H", "H", "O", "S", "O", "O", "C", "C", "C", "H", "H", "H", "H", "H", "H", "H", "H"],
  "coordinates": [[-6.96852, -3.89451, -0.13427], [-6.13490, -3.50461, -1.69941], [-7.29454, -3.88256, -2.98417], [-4.55709, -4.56763, -1.87030], [-5.14353, -6.09707, -1.85199], [-5.18309, -6.96015, -3.51203], [-3.98769, -7.98302, -3.62555], [-5.30335, -6.02820, -4.74060], [-3.41528, -4.12524, -2.95931], [-2.12937, -3.41984, -2.51589], [-2.00073, -3.25600, -1.14589], [-3.56193, -3.98617, -0.34507], [-6.30793, -4.46704, 0.47285], [-7.76514, -4.54927, -0.36941], [-7.21627, -3.07718, -3.59561], [-6.25895, -6.08347, -1.42912], [-4.51449, -6.77238, -1.11004], [-6.35528, -7.78292, -3.52506], [-3.97433, -3.25765, -3.55936], [-3.12936, -4.85860, -3.83294], [-1.43583, -3.14708, -3.25284], [-1.13989, -2.76863, -0.51791], [-7.76921, -0.34266, -0.13081], [-9.17877, -0.35520, 0.19582], [-10.12824, -1.17699, -0.52466], [-9.73083, 1.17792, 0.22477], [-9.51770, 2.00089, -0.91292], [-10.50164, 1.67777, -2.02151], [-9.35451, -0.68619, 1.93118], [-8.48373, 1.92014, -1.26476], [-9.66923, 3.03634, -0.59133], [-10.31420, 0.68252, -2.43508], [-10.41874, 2.40355, -2.83560], [-11.52871, 1.68232, -1.64284], [-8.68427, -0.02782, 2.48642], [-9.08399, -1.72977, 2.10526], [-10.39358, -0.51788, 2.22018], [1.03726, -2.41162, 0.53019], [1.93271, -1.61920, 1.34501], [2.80973, -0.61860, 0.77444], [2.81715, -2.61489, 2.28439], [3.54667, -3.66538, 1.66688], [4.82263, -3.15117, 1.02731], [0.99271, -0.86339, 2.64773], [2.92472, -4.19687, 0.93882], [3.80490, -4.38098, 2.45415], [4.60085, -2.50791, 0.17073], [5.44066, -3.98215, 0.67533], [5.40055, -2.55349, 1.73938], [0.37183, -1.62453, 3.12327], [0.36296, -0.08905, 2.20462], [1.68101, -0.41657, 3.36754], [2.43832, 4.52124, -0.20537], [3.43402, 3.66786, 0.40620], [4.29397, 4.13210, 1.47431], [4.36055, 3.01091, -0.76258], [4.98974, 3.87337, -1.69923], [6.22153, 4.53042, -1.10552], [2.64599, 2.16685, 0.93337], [4.28421, 4.62146, -2.07600], [5.29022, 3.25513, -2.55132], [5.94824, 5.23294, -0.31276], [6.77237, 5.08293, -1.87211], [6.88438, 3.78192, -0.65980], [2.04162, 1.77750, 0.11232], [2.00926, 2.40188, 1.78887], [3.41351, 1.44834, 1.22694], [-1.93630, -3.20347, 3.34891], [-2.84230, -3.73242, 4.34544], [-2.85212, -3.24928, 5.71014], [-2.71789, -5.35726, 4.36717], [-1.43449, -5.94052, 4.53967], [-0.99794, -5.89735, 5.99193], [-4.49716, -3.64596, 3.70834], [-0.69643, -5.45894, 3.88950], [-1.51260, -6.98498, 4.22099], [-0.81459, -4.86885, 6.31639], [-0.07523, -6.46692, 6.13528], [-1.77557, -6.30817, 6.64370], [-4.51029, -4.06384, 2.70028], [-4.79495, -2.59563, 3.68266], [-5.16100, -4.20494, 4.37045], [5.89149, 7.86626, -1.56611], [5.11628, 8.90822, -0.92809], [3.92911, 9.46769, -1.53927], [6.11149, 10.12805, -0.50665], [6.94489, 10.70306, -1.50257], [6.16816, 11.65655, -2.39086], [4.70458, 8.38070, 0.71635], [7.44018, 9.92538, -2.09358], [7.72933, 11.26022, -0.98029], [5.43893, 11.11733, -3.00255], [6.84251, 12.19414, -3.06362], [5.61174, 12.38209, -1.78897], [5.60756, 8.01214, 1.20599], [3.96631, 7.57971, 0.63941], [4.28174, 9.22526, 1.26356], [5.79541, -1.49794, 4.30148], [5.02020, -0.45599, 4.93950], [3.83304, 0.10349, 4.32832], [6.01542, 0.76385, 5.36094], [6.84882, 1.33886, 4.36502], [6.07208, 2.29235, 3.47673], [4.60850, -0.98351, 6.58394], [7.34410, 0.56117, 3.77401], [7.63326, 1.89602, 4.88730], [5.34286, 1.75313, 2.86504], [6.74644, 2.82994, 2.80397], [5.51567, 3.01789, 4.07863], [5.51149, -1.35207, 7.07358], [3.87023, -1.78449, 6.50700], [4.18567, -0.13894, 7.13115], [-0.14687, -2.46425, -5.51116], [0.41334, -1.14753, -5.29639], [-0.36346, -0.06336, -4.73331], [1.10393, -0.63215, -6.67970], [0.32690, -0.62587, -7.86850], [-0.61512, 0.56266, -7.90734], [1.90765, -1.31548, -4.35258], [-0.21917, -1.56829, -7.98273], [1.02670, -0.55464, -8.70740], [-1.39089, 0.47397, -7.14116], [-1.10798, 0.63359, -8.88121], [-0.07371, 1.49397, -7.71292], [2.52709, -2.09108, -4.80613], [1.63416, -1.60160, -3.33481], [2.42938, -0.35672, -4.34219]],
  "forces_ev_per_a": [[1.04, -2.56, -1.75], [-1.46, 3.67, -1.13], [2.11, 0.85, 1.40], [1.46, -1.62, -0.05], [0.56, -0.48, 1.94], [3.55, -2.06, -5.02], [-4.33, 3.93, 1.24], [0.12, -2.21, 4.69], [-1.75, 1.62, -3.88], [-0.51, -0.47, 4.79], [-2.45, -1.46, -3.14], [1.88, 0.47, -0.46], [-1.10, 0.86, -0.73], [0.81, 0.82, 0.47], [-0.20, -1.62, 1.28], [2.35, -0.03, -1.12], [-1.25, 1.08, -1.82], [1.06, 1.18, 0.54], [1.18, -1.70, 1.07], [-0.66, 0.96, 2.15], [-0.62, -0.17, 0.85], [-1.46, -0.92, -1.35], [-1.00, -0.13, -0.19], [-0.47, 0.53, 0.18], [1.09, 0.52, 0.32], [0.41, -1.36, 0.76], [0.00, 0.65, -1.10], [-0.10, -0.29, -0.19], [-0.05, 0.17, 0.06], [-0.07, -0.12, 0.16], [0.05, -0.30, 0.28], [-0.02, 0.13, 0.03], [0.01, -0.02, 0.15], [0.17, 0.10, -0.04], [-0.10, -0.05, -0.14], [-0.02, 0.12, -0.21], [0.15, -0.01, -0.11], [0.35, 0.23, -0.33], [0.90, 0.24, 1.58], [-0.95, -1.39, -0.17], [-1.36, 1.09, -0.39], [0.91, -0.78, -0.57], [0.12, 0.27, -0.22], [0.04, -0.15, 0.08], [-0.09, 0.15, 0.09], [-0.27, 0.30, 0.08], [0.02, -0.10, 0.07], [-0.11, 0.04, 0.09], [-0.10, -0.18, -0.01], [0.06, 0.03, -0.12], [0.12, -0.13, -0.11], [0.08, -0.09, -0.16], [0.97, -0.20, 0.50], [0.15, -0.50, -0.25], [-0.75, 0.06, -0.86], [-1.07, -0.21, 1.09], [0.73, 0.84, -0.65], [0.10, 0.19, 0.26], [0.23, 0.13, -0.10], [-0.03, -0.11, 0.15], [-0.25, -0.16, 0.26], [0.05, -0.05, -0.17], [-0.13, -0.06, 0.08], [-0.09, 0.01, -0.15], [0.20, 0.10, 0.09], [0.15, 0.17, -0.09], [-0.16, 0.26, -0.09], [-0.24, -0.22, 0.70], [-0.29, -0.62, 0.67], [0.33, -0.23, -1.47], [-0.85, 1.34, -0.46], [1.15, -0.54, 0.42], [0.05, 0.26, 0.25], [-0.05, -0.14, -0.01], [-0.18, 0.08, 0.01], [-0.30, 0.26, -0.10], [0.00, -0.14, -0.04], [-0.13, 0.01, -0.08], [0.13, -0.03, -0.15], [0.07, 0.03, 0.16], [0.18, -0.10, 0.07], [0.16, 0.07, -0.05], [-0.59, 0.84, 0.05], [-0.05, 0.47, 0.38], [1.12, -0.66, 0.18], [-0.81, -1.12, 0.36], [0.53, 0.61, -0.88], [-0.30, -0.02, -0.23], [0.12, 0.10, 0.07], [-0.14, -0.05, 0.14], [-0.22, -0.26, 0.21], [0.11, 0.07, 0.07], [-0.01, -0.06, 0.13], [0.17, -0.08, -0.05], [-0.10, 0.07, -0.12], [0.09, 0.09, -0.16], [0.07, -0.09, -0.15], [-0.74, 0.86, 0.01], [0.56, 0.51, 0.52], [0.78, -0.59, 0.05], [-1.07, -1.33, 0.40], [0.60, 0.70, -1.02], [-0.24, -0.06, -0.14], [0.08, 0.12, 0.07], [-0.14, -0.06, 0.16], [-0.23, -0.28, 0.22], [0.12, 0.09, 0.04], [-0.07, -0.06, 0.12], [0.16, -0.06, -0.10], [-0.10, 0.09, -0.14], [0.11, 0.12, -0.16], [0.08, -0.08, -0.14], [-0.37, 0.58, 0.37], [1.04, 1.14, -0.64], [0.16, -1.29, -0.36], [0.01, -0.70, 1.76], [-0.84, 0.23, -1.13], [-0.25, 0.14, 0.22], [0.08, -0.01, -0.17], [0.12, 0.04, 0.16], [0.14, -0.11, 0.39], [0.07, 0.01, -0.12], [0.13, -0.05, 0.08], [-0.03, -0.16, -0.12], [-0.13, 0.12, 0.01], [-0.08, 0.07, -0.13], [-0.15, -0.12, -0.03]]
}